Molecular formula: C2H4N4
Method: DFT, ωB97M-V/def2-TZVPD

```
10
Properties=species:S:1:pos:R:3:lowdin_charge:R:1
N -0.4954 -1.1696 0.0089 0.12
C -1.0427 -0.1675 -0.1070 -0.45
N -1.6316 1.0051 -0.1202 0.06
H -1.2704 1.7553 0.4364 0.07
H -2.1298 1.3922 -1.0488 0.18
N 1.1940 1.4378 0.2815 0.12
C 1.8180 0.5081 0.0579 -0.42
N 2.4878 -0.6466 -0.0296 0.08
H 3.2700 -0.6304 0.6241 0.10
H 2.4515 -1.1977 -0.9484 0.15
```

Values from the calculation:
- Energy above the lowest of the compared OMol25 structures with the same formula, charge and spin: 36.6 kcal/mol
- Frontier orbital gap: 10.43 eV
- Total charge: 0
- Calculated total energy: -8097.7263 eV
- HOMO: -9.7400 eV
- Max |F|: 4.76 eV Å⁻¹
- Structure (SMILES): N#CN.N#CN